Entry 1:
This record from OMol25 describes C28H34BBr2CoN9OS as an isolated structure. The level of theory is ωB97M-V with the def2-TZVPD basis set.

ORCA input file:
```
! wB97M-V def2-TZVPD RIJCOSX def2/J DEFGRID3
* xyz 1 5
Co -0.1084 0.2169 -0.1381
C 2.6798 2.5367 0.4477
C 2.9081 1.0660 0.5883
C 4.0883 0.3846 0.9275
C 3.7689 -0.9554 0.8852
C 4.6378 -2.1456 1.1445
N 2.4665 -1.0511 0.5423
N 1.9407 0.1914 0.3610
B 1.6508 -2.3097 0.1489
N 1.2048 -2.1411 -1.3441
N 0.7271 -0.9423 -1.7737
C 0.5534 -1.0382 -3.0859
C 0.0830 0.1289 -3.8977
C 0.9096 -2.3257 -3.5183
C 1.3238 -2.9934 -2.3799
C 1.8290 -4.3925 -2.2258
N 0.3906 -2.4250 1.0470
N -0.4939 -1.3924 1.1022
C -1.4626 -1.7443 1.9421
C -2.6177 -0.8421 2.2397
C -1.1996 -3.0296 2.4406
C -0.0108 -3.4239 1.8547
C 0.7541 -4.6986 2.0266
H 3.4766 2.9905 -0.1439
H 2.6627 3.0259 1.4242
H 1.7275 2.7318 -0.0472
H 5.0498 0.8142 1.1697
H 5.6127 -1.8143 1.4953
H 4.7841 -2.7372 0.2383
H 4.2021 -2.8000 1.9004
H 2.3241 -3.2941 0.2635
H -0.0923 0.9968 -3.2587
H -0.8348 -0.1047 -4.4445
H 0.8378 0.4110 -4.6329
H 0.8967 -2.7106 -4.5283
H 1.8495 -4.8837 -3.1959
H 1.1887 -4.9749 -1.5595
H 2.8367 -4.4095 -1.8090
H -2.8369 -0.1973 1.3883
H -2.3952 -0.1935 3.0880
H -3.5052 -1.4294 2.4792
H -1.7967 -3.5936 3.1432
H 0.1960 -5.3715 2.6731
H 1.7304 -4.5178 2.4801
H 0.9248 -5.1981 1.0713
Br -2.2984 4.5022 -1.8983
C -2.8368 2.7518 -2.2446
C -3.8499 2.5177 -3.1498
C -4.2590 1.2163 -3.4297
Br -5.6202 0.9846 -4.6777
C -3.6636 0.0733 -2.7916
C -4.0144 -1.2675 -3.0196
C -3.3438 -2.2591 -2.3436
C -2.3325 -1.9072 -1.4425
N -1.9982 -0.6501 -1.2195
C -2.6401 0.3123 -1.8745
C -2.1661 1.6664 -1.5816
O -1.2185 1.8240 -0.8072
H -4.3220 3.3533 -3.6489
H -4.8020 -1.5062 -3.7219
H -3.5875 -3.3020 -2.4961
H -1.7785 -2.6609 -0.8879
C 0.8297 3.6232 4.5489
N 0.2678 4.0315 3.2796
C -0.0225 5.4389 3.0004
C -0.6271 5.4020 1.5869
N -0.7388 3.9651 1.3425
C -0.1963 3.2124 2.3192
S -0.0988 1.5307 2.3361
H 0.1517 3.8714 5.3698
H 1.7818 4.1297 4.7149
H 0.9916 2.5498 4.5332
H 0.8902 6.0318 3.0478
H -0.7232 5.8354 3.7377
H 0.0195 5.8812 0.8518
H -1.6024 5.8834 1.5508
H -1.0539 3.5505 0.4858
*
```

- HOMO (alpha / beta) (eV) = -10.5 / -10.5
- ⟨S²⟩ = 6.0399
- ΔE to the lowest compared entry with this formula, charge and spin (kcal/mol) = 0.0
- E_LUMO (alpha / beta) (eV) = -3.47 / -5.71



Entry 2:
This record from OMol25 describes a 2-piece molecular cluster, C3H10NO overall at a distorted geometry. The level of theory is ωB97M-V with the def2-TZVPD basis set.

ORCA input file:
```
! wB97M-V def2-TZVPD RIJCOSX def2/J DEFGRID3
* xyz 1 1
C -1.6221 -0.1359 -0.1952
C -0.4790 0.6513 0.3209
C -0.2458 0.9131 1.5999
N 0.6500 0.9104 -0.5645
H -1.4083 -1.1915 0.0446
H -2.4971 0.0611 0.4358
H -1.7653 -0.2285 -1.2697
H 0.4680 1.4200 2.2357
H -0.9850 0.6109 2.3526
H 1.1574 1.7915 -0.5589
H 0.3766 0.7470 -1.5404
H 1.3344 0.0852 -0.4727
H 2.2682 -2.1636 -0.3969
H 1.0771 -1.9882 -1.2793
O 1.6711 -1.4830 -0.7118
*
```

- HOMO (eV) = -14.3
- ΔE to the lowest compared entry with this formula, charge and spin (kcal/mol) = 26.1
- E_LUMO (eV) = -3.41



Entry 3:
This record from OMol25 describes C30H30N9O6SW as an isolated structure. The level of theory is ωB97M-V with the def2-TZVPD basis set.

ORCA input file:
```
! wB97M-V def2-TZVPD RIJCOSX def2/J DEFGRID3
* xyz 1 3
W 0.7633 0.0019 -0.1177
C 1.4998 -0.6206 4.4551
O 0.2459 0.0608 4.5357
C 0.1716 1.2967 3.9465
C -0.2472 2.3615 4.7167
C -0.4268 3.6290 4.1639
C -0.1719 3.8127 2.8259
C 0.2272 2.7386 2.0174
C 0.5537 3.0106 0.6389
N 0.6508 2.1207 -0.2728
N 1.2852 2.5078 -1.4918
C 2.3567 1.7731 -1.5521
O 2.6263 0.8727 -0.6358
C 3.2255 1.8360 -2.7491
C 2.9839 2.7697 -3.7555
C 3.7498 2.7517 -4.9082
C 4.7591 1.8079 -5.0628
C 5.0109 0.8877 -4.0558
C 4.2466 0.9025 -2.8981
C 0.4133 1.4525 2.5653
O 0.8106 0.4009 1.8680
H 1.4586 -1.3876 3.6808
H 1.6722 -1.0871 5.4235
H 2.3098 0.0792 4.2436
H -0.4330 2.1796 5.7676
H -0.7439 4.4541 4.7851
H -0.2768 4.7927 2.3764
H 0.7765 4.0357 0.3474
H 2.1955 3.4987 -3.6254
H 3.5642 3.4775 -5.6888
H 5.3540 1.7972 -5.9664
H 5.8050 0.1617 -4.1698
H 4.4382 0.1990 -2.0984
N -1.9765 -0.7639 2.4755
N -1.2589 -1.9614 2.5103
C -0.3066 -2.2665 1.5808
O 0.5210 -3.1364 1.8134
O -0.3726 -1.6001 0.4343
H -1.6618 -0.1666 3.2308
H -2.9623 -0.9632 2.5924
H -1.1139 -2.4183 3.3992
N 3.5538 -3.2506 0.5152
C 2.9137 -2.2331 1.0828
N 2.2725 -1.5786 0.1387
C 2.5434 -2.2741 -1.0017
N 3.3238 -3.3031 -0.8131
C 1.9921 -1.8043 -2.2698
C 2.3540 -2.3162 -3.5074
N 1.9029 -1.7912 -4.6375
C 1.1009 -0.7374 -4.5323
C 0.7091 -0.2230 -3.3071
N 1.1394 -0.7713 -2.1674
H 4.1119 -3.9620 0.9589
H 2.9263 -2.0024 2.1326
H 3.0295 -3.1601 -3.5675
H 0.7588 -0.2782 -5.4511
H 0.0802 0.6522 -3.2186
C -6.5793 -1.4910 2.4579
C -5.4431 -1.2758 1.4990
C -4.7414 -2.3646 0.9838
C -3.6995 -2.1809 0.0893
C -3.3729 -0.8927 -0.3048
C -4.0414 0.2114 0.2034
C -5.0711 0.0114 1.1046
S -2.0573 -0.7246 -1.4644
C -2.9235 0.1334 -2.7690
O -1.1229 0.4160 -0.9737
H -7.4219 -1.9620 1.9492
H -6.9253 -0.5511 2.8834
H -6.2832 -2.1510 3.2736
H -5.0068 -3.3676 1.2944
H -3.1374 -3.0266 -0.2867
H -3.7444 1.2157 -0.0709
H -5.5976 0.8652 1.5122
H -3.2903 1.0883 -2.4002
H -3.7478 -0.5019 -3.0898
H -2.2280 0.2831 -3.5915
*
```

- HOMO (alpha / beta) (eV) = -9.6 / -10.6
- ⟨S²⟩ = 2.0095
- ΔE to the lowest compared entry with this formula, charge and spin (kcal/mol) = 24.4
- E_LUMO (alpha / beta) (eV) = -3.24 / -3.40



Entry 4:
This record from OMol25 describes C41H53BBaF3IN12S3 as an isolated structure. The level of theory is ωB97M-V with the def2-TZVPD basis set.

ORCA input file:
```
! wB97M-V def2-TZVPD RIJCOSX def2/J DEFGRID3
* xyz 0 1
Ba 0.0952 0.0938 -0.0831
C 2.5024 -5.1306 1.5913
C 2.6453 -3.7635 1.0065
C 3.8140 -3.1620 0.6007
C 3.4368 -1.8926 0.1418
N 2.1228 -1.7355 0.2503
N 1.6281 -2.8962 0.7948
B 0.1373 -3.2363 1.1180
N -0.7951 -3.2703 -0.1338
N -1.0526 -2.2477 -1.0197
C -1.8548 -2.7502 -1.9575
C -2.1218 -4.1001 -1.6920
C -1.4330 -4.3929 -0.5408
C -1.3749 -5.7243 0.1345
C -2.4646 -1.9925 -3.1232
C -3.9594 -1.7985 -2.8255
C -2.3269 -2.8426 -4.3949
C -1.8241 -0.6369 -3.4016
N -0.4360 -2.4587 2.3364
N -0.4872 -1.0984 2.4274
C -0.9467 -0.8056 3.6393
C -1.2222 -1.9839 4.3448
C -0.8729 -3.0081 3.4924
C -0.9474 -4.4731 3.7702
C -1.1023 0.6197 4.1092
C -2.5419 1.0884 3.8628
C -0.1313 1.5357 3.3759
C -0.8063 0.6870 5.6132
C 4.4079 -0.8258 -0.3253
C 5.3271 -0.5005 0.8644
C 3.7489 0.4583 -0.8317
C 5.2646 -1.3906 -1.4676
H 3.4856 -5.5963 1.6431
H 2.0888 -5.0995 2.5996
H 1.8557 -5.7672 0.9872
H 4.8035 -3.5870 0.6461
H 0.1630 -4.3644 1.4840
H -2.7315 -4.7814 -2.2619
H -1.9573 -6.4357 -0.4495
H -0.3544 -6.1005 0.2082
H -1.7896 -5.6972 1.1412
H -4.4416 -2.7487 -2.5872
H -4.1062 -1.1255 -1.9795
H -4.4595 -1.3647 -3.6959
H -2.8755 -3.7828 -4.3177
H -2.7251 -2.2912 -5.2504
H -1.2783 -3.0726 -4.5955
H -1.6267 -0.0611 -2.5000
H -0.8883 -0.7444 -3.9467
H -2.4977 -0.0378 -4.0208
H -1.5887 -2.0878 5.3522
H -1.2787 -4.6246 4.7965
H -1.6571 -4.9751 3.1131
H 0.0175 -4.9647 3.6487
H -2.7773 1.0484 2.7957
H -3.2619 0.4558 4.3867
H -2.6706 2.1192 4.2059
H -0.3875 1.6632 2.3248
H -0.1765 2.5476 3.7875
H 0.8976 1.1793 3.4637
H -1.5012 0.0697 6.1855
H 0.2077 0.3433 5.8259
H -0.9015 1.7157 5.9678
H 4.7544 -0.1288 1.7178
H 5.8592 -1.3897 1.2055
H 6.0673 0.2519 0.5789
H 2.8854 0.7882 -0.2491
H 4.4700 1.2785 -0.8001
H 3.4087 0.3594 -1.8587
H 5.8237 -2.2720 -1.1491
H 4.6371 -1.6699 -2.3166
H 5.9803 -0.6375 -1.8080
F 1.0682 3.6276 -4.6301
C 1.5715 2.5484 -5.2114
F 0.8927 2.3745 -6.3762
F 2.8457 2.8497 -5.5729
C 1.5489 1.2738 -4.4061
C 2.0596 0.1752 -5.0797
C 2.0993 -1.0751 -4.4851
C 1.6059 -1.1645 -3.1963
N 1.1300 -0.1180 -2.5391
C 1.0707 1.1202 -3.0816
S 0.4086 2.3772 -2.0601
H 2.4265 0.3064 -6.0912
H 2.4884 -1.9420 -5.0002
H 1.5866 -2.1074 -2.6550
N -3.7205 3.5856 1.2421
C -2.5649 4.3180 1.0802
N -1.3896 3.8648 1.3912
C -0.4281 4.8283 1.1492
C -0.8790 5.9906 0.6166
S -2.5896 5.9091 0.4060
C 0.9580 4.6005 1.5838
C 1.7613 5.5704 2.0862
S 3.2857 4.8936 2.5239
C 2.7203 3.3512 1.9830
N 1.5122 3.3376 1.5101
N 3.4997 2.2241 2.1193
H -3.6137 2.8149 1.8864
H -4.5693 4.1083 1.3762
H -0.3096 6.8561 0.3207
H 1.5257 6.6056 2.2683
H 4.4970 2.3637 2.0851
H 3.2044 1.4615 1.5325
I -6.1723 -1.0757 1.4951
C -4.9459 0.1132 0.3197
C -5.4714 1.0080 -0.6043
C -4.5953 1.7584 -1.3672
C -3.2305 1.6037 -1.1735
N -2.7287 0.7400 -0.2924
C -3.5691 0.0016 0.4323
H -6.5423 1.1075 -0.7255
H -4.9584 2.4687 -2.0980
H -2.5047 2.1791 -1.7407
H -3.1230 -0.7042 1.1282
*
```

- HOMO (eV) = -7.3
- ΔE to the lowest compared entry with this formula, charge and spin (kcal/mol) = 31.0
- E_LUMO (eV) = 0.22